[1]
Formula: C3H3N3
Source: the Open Molecules 2025 dataset
Level of theory: ωB97M-V with the def2-TZVPD basis set

## Properties
Frontier orbital gap in eV: 9.1926
SMILES string: N=C1N=CC=N1
DFT total energy in Ha: -280.2906

Last column: Löwdin charge in e.
CARTESIAN COORDINATES (ANGSTROEM)
C -0.7369 -0.3902 0.5600  -0.42
C 0.1088 0.6742 -1.2562  -0.09
C 1.1822 0.0391 -0.3723  -0.06
H -1.0455 -0.7837 2.2833  0.00
H 0.1311 1.2996 -2.1214  0.09
H 2.2367 -0.1704 -0.6680  0.10
N -1.5242 -0.2684 1.6264  0.19
N -1.0152 0.4576 -0.6186  0.08
N 0.6630 -0.8579 0.5669  0.10

---

[2]
Formula: H9N3
Source: the Open Molecules 2025 dataset
Level of theory: ωB97M-V with the def2-TZVPD basis set

## Properties
Frontier orbital gap in eV: 10.2965
SMILES string: N.N.N
DFT total energy in Ha: -169.6259

Last column: Löwdin charge in e.
CARTESIAN COORDINATES (ANGSTROEM)
N 1.5686 1.1094 1.6727  0.05
H 1.2973 0.6642 0.7795  0.01
H 1.8048 2.0727 1.6238  0.00
H 0.9555 1.0077 2.3669  -0.07
N -1.4072 -0.5710 0.1846  -0.04
H -1.9035 -1.4883 0.3046  0.03
H -1.5989 -0.0908 1.1429  0.05
H -2.0714 -0.1123 -0.4763  0.02
N 0.6155 -0.5725 -2.0384  -0.03
H 0.8936 -0.7437 -1.0861  -0.03
H 0.0969 -1.3244 -2.5348  0.01
H -0.2511 0.0489 -1.9395  0.01

---

DFT total energy of number 1 (C3H3N3)? -280.2906 Ha